*a*
ORCA calculation (ωB97M-V/def2-TZVPD) on a cluster of 2 separate species, C3H10N2O in total.

As for the HOMO energy: -0.3229 Ha. The LUMO energy is 0.96 eV. Its SMILES is CC=O.NCN.

CARTESIAN COORDINATES (ANGSTROEM)
O 0.713 -0.213 1.655
C 1.607 -0.310 0.849
C 2.711 0.710 0.719
H 1.539 -1.205 0.215
H 2.426 1.549 1.357
H 3.650 0.344 1.135
H 2.756 1.131 -0.285
N -1.420 -1.242 -0.147
C -2.142 -0.306 -0.975
N -1.527 1.018 -1.075
H -2.034 -1.944 0.255
H -0.886 -0.951 0.666
H -3.204 -0.238 -0.696
H -2.160 -0.654 -2.009
H -0.632 0.949 -1.531
H -1.395 1.364 -0.132

Löwdin atomic charge list, values in e, 5 entries: number 1, O, carries 0.0071; number 2, C, carries -0.3074; number 3, C, carries -0.0445; number 4, H, carries 0.1148; number 5, H, carries 0.0790

*b*
ORCA calculation (ωB97M-V/def2-TZVPD) on a cluster of 2 separate species, C3H10N2O in total.

As for the HOMO energy: -0.2496 Ha. The LUMO energy is 0.87 eV.

CARTESIAN COORDINATES (ANGSTROEM)
C 1.481 -0.628 0.850
C 1.072 1.161 -0.941
C 0.875 -0.275 -0.478
N -2.204 -0.570 -0.200
N -1.957 0.484 0.745
O 0.065 -1.087 -0.980
H 1.634 0.140 1.570
H 0.894 -1.360 1.260
H 2.558 -1.051 0.979
H 1.001 1.105 -2.012
H 0.217 1.604 -0.646
H 1.931 1.612 -0.591
H -3.018 -0.409 -0.850
H -2.254 -1.418 0.364
H -2.415 0.351 1.606
H -1.388 -0.688 -0.958

Löwdin atomic charge list, values in e, 5 entries: number 1, C, carries -0.0286; number 2, C, carries 0.0110; number 3, C, carries -0.3905; number 4, N, carries -0.1010; number 5, N, carries -0.1692

What is the least stable structure shown above? It is *b*.